<1>
C5H35NO13 | ωB97M-V/def2-TZVPD

```
! wB97M-V def2-TZVPD RIJCOSX def2/J DEFGRID3
* xyz 0 1
O -3.009 0.535 -0.752
C -2.610 -0.434 -0.073
N -1.293 -0.778 0.100
C -0.204 0.186 -0.018
C 0.916 -0.057 1.000
C 1.741 1.250 1.264
C 1.868 -1.162 0.449
H -3.337 -1.058 0.409
H -0.898 -1.696 0.432
H 0.192 0.158 -1.084
H -0.534 1.305 0.118
H 0.497 -0.454 2.014
H 2.634 1.058 1.913
H 2.221 1.619 0.312
H 1.002 1.897 1.670
H 1.238 -2.039 0.102
H 2.556 -1.493 1.152
H 2.596 -0.893 -0.241
H 1.353 0.463 3.855
H -0.103 0.212 4.160
O 0.712 -0.086 4.397
H 4.059 1.031 -1.977
H 3.570 1.329 -0.462
O 4.300 1.425 -1.110
H -1.325 -1.621 2.734
H -1.758 -0.514 3.776
O -1.856 -1.485 3.544
H 0.759 4.159 -1.330
H 0.256 3.086 -2.230
O 0.262 3.367 -1.352
H -0.407 -3.833 -0.197
H -0.753 -4.467 -1.380
O -1.008 -3.629 -0.888
H 0.284 -2.209 -1.519
H -0.286 -1.818 -2.987
O 0.522 -1.934 -2.418
H -2.127 1.371 2.192
H -2.321 1.974 3.679
O -2.141 1.176 3.170
H 0.065 -2.357 2.160
H 0.317 -3.910 2.415
O 0.040 -3.211 1.711
H -1.930 -0.669 -2.564
H -2.368 -1.116 -3.966
O -1.625 -0.636 -3.547
H 1.010 -0.128 -3.002
H 2.158 0.282 -3.890
O 1.764 0.551 -3.146
H 0.852 1.966 -3.777
H -0.676 1.886 -3.837
O 0.055 2.503 -3.822
H -2.567 2.513 0.244
H -2.023 3.527 1.367
O -2.645 2.861 1.232
*
```

---

<2>
C5H35NO13 | ωB97M-V/def2-TZVPD

```
! wB97M-V def2-TZVPD RIJCOSX def2/J DEFGRID3
* xyz 0 1
O 2.238 2.518 0.272
C 2.540 1.345 1.046
C 1.584 0.223 0.626
C 0.208 0.215 1.356
C -1.050 0.480 0.522
N -2.210 -0.402 0.675
C -2.714 -0.613 1.978
O -1.926 -1.524 2.779
H 2.193 2.308 -0.665
H 3.596 1.076 0.945
H 2.435 1.691 2.075
H 1.449 0.258 -0.455
H 2.115 -0.673 0.950
H 0.152 -0.862 1.522
H 0.248 0.717 2.307
H -0.766 0.364 -0.527
H -1.403 1.501 0.634
H -2.106 -1.273 0.173
H -3.754 -0.928 2.082
H -2.700 0.286 2.594
H -1.212 -1.936 2.278
O 0.393 2.119 -2.373
H 0.923 1.339 -2.572
H -0.514 1.837 -2.568
O -3.081 4.044 -0.520
H -2.445 4.131 0.205
H -2.807 3.207 -0.917
O -0.106 -2.857 0.671
H 0.604 -2.417 1.156
H 0.105 -3.781 0.834
O 1.223 -3.587 2.888
H 2.108 -3.859 2.651
H 1.194 -2.884 3.555
O -2.489 2.188 -2.858
H -3.373 2.026 -3.203
H -2.296 3.090 -3.140
O -0.053 -3.165 -2.034
H -0.088 -3.089 -1.052
H 0.890 -3.147 -2.254
O 0.328 -1.622 4.445
H 0.096 -1.384 5.343
H -0.521 -1.611 3.957
O -0.415 -0.861 -3.433
H -0.703 -1.312 -4.230
H -0.374 -1.605 -2.780
O 3.180 -1.616 -1.485
H 4.122 -1.467 -1.555
H 2.774 -0.900 -2.020
O -0.189 3.642 0.387
H 0.724 3.301 0.495
H -0.346 3.604 -0.558
O 2.021 0.200 -3.093
H 1.833 0.904 -3.720
H 1.195 -0.310 -2.937
*
```

Properties
SMILES string   OCCCCNCO.O.O.O.O.O.O.O.O.O.O.O

---

It turns out <2> is the most stable, with the second structure 1.206 eV higher.

---

<1>
C5H12NO | ωB97M-V/def2-TZVPD

```
! wB97M-V def2-TZVPD RIJCOSX def2/J DEFGRID3
* xyz -1 1
C 1.063 -1.288 -1.818
N 0.968 -1.039 -0.384
C -0.066 -0.035 -0.057
C -1.418 -0.445 -0.610
C -0.051 0.321 1.430
C -0.083 1.850 1.663
O -1.128 2.572 1.338
H 0.177 -1.849 -2.145
H 1.116 -0.367 -2.429
H 1.854 -2.029 -1.997
H 1.866 -0.812 0.020
H 0.182 0.933 -0.543
H -1.482 -1.548 -0.635
H -2.166 -0.174 0.149
H -1.787 -0.070 -1.570
H 0.793 -0.159 1.956
H -0.920 -0.099 1.976
H 0.794 2.180 0.918
H 0.288 2.058 2.738
*
```

Properties
SMILES string   CN[C@@H](C)CC[O-]

---

<2>
C5H12NO | ωB97M-V/def2-TZVPD

```
! wB97M-V def2-TZVPD RIJCOSX def2/J DEFGRID3
* xyz -1 1
C 3.030 -1.107 -0.847
N 3.734 -0.050 -0.219
C -0.532 0.739 1.904
C -0.834 1.137 0.438
C -0.725 0.117 -0.732
C -2.087 -0.696 -0.981
O -3.192 0.062 -1.235
H 3.264 -2.149 -0.463
H 2.671 -0.006 -0.029
H 2.102 -0.945 -1.362
H -0.504 0.756 -1.622
H 0.604 0.819 2.010
H -1.060 1.097 2.788
H -0.682 -0.356 2.092
H -1.821 1.678 0.359
H -0.050 1.943 0.301
H 0.129 -0.453 -0.409
H -1.865 -1.241 -1.968
H -2.183 -1.345 -0.025
*
```

---

It turns out <1> is the most stable, with the second structure 3.922 eV higher.

---

<1>
C5H12NO | ωB97M-V/def2-TZVPD

```
! wB97M-V def2-TZVPD RIJCOSX def2/J DEFGRID3
* xyz -1 1
C 2.327 1.465 -0.700
C 1.053 0.529 -0.060
N -0.099 1.393 0.035
C 0.752 -0.638 -0.836
C -0.760 -1.203 -0.572
C -1.638 -1.339 0.820
O -1.732 -0.240 1.501
H 3.207 0.852 -0.854
H 2.450 2.202 0.161
H 1.946 2.070 -1.509
H 1.246 0.325 1.034
H -0.768 0.859 0.608
H -0.425 1.857 -0.861
H 1.450 -1.369 -0.388
H 0.839 -0.337 -1.875
H -1.256 -0.889 -1.496
H -0.693 -2.253 -0.634
H -1.240 -2.404 1.179
H -2.608 -1.630 0.476
*
```

Properties
SMILES string   C[C@@H](N)CCC[O-]

---

<2>
C5H12NO | ωB97M-V/def2-TZVPD

```
! wB97M-V def2-TZVPD RIJCOSX def2/J DEFGRID3
* xyz -1 1
C -0.875 -0.356 -1.551
O -1.413 -0.526 -0.266
C -0.812 -1.675 -2.250
H 0.213 0.032 -1.497
H -1.445 0.389 -2.139
H -0.251 -1.688 -3.238
H -1.822 -2.053 -2.504
H -0.443 -2.440 -1.594
C 2.183 0.631 0.014
C 1.171 1.025 0.884
N 0.227 0.259 1.492
C -0.414 0.809 2.725
H 2.230 -0.426 -0.305
H 2.896 1.364 -0.456
H 1.106 2.137 1.066
H -0.769 -0.290 0.481
H -0.168 0.183 3.628
H -0.102 1.849 2.927
H -1.515 0.775 2.581
*
```

---

<3>
C5H12NO | ωB97M-V/def2-TZVPD

```
! wB97M-V def2-TZVPD RIJCOSX def2/J DEFGRID3
* xyz -1 1
C -1.317 1.676 1.455
C -0.129 1.712 0.535
C 0.765 0.467 0.656
C 0.023 -0.714 0.068
N 0.094 -0.743 -1.410
C 0.746 -2.118 -1.879
O 0.442 -3.190 -1.175
H -2.062 1.027 1.297
H -1.801 2.591 1.719
H -1.050 1.143 2.321
H 0.440 2.708 0.903
H -0.266 1.883 -0.611
H 1.731 0.584 0.119
H 1.022 0.109 1.692
H -0.976 -0.714 0.590
H 0.696 -1.587 0.346
H -0.729 -0.662 -1.823
H 0.422 -2.171 -2.931
H 1.950 -1.999 -1.870
*
```

Properties
SMILES string   CCCCNC[O-]

---

It turns out <2> is the most stable, with the second structure 0.925 eV higher.

---

<1>
C3H10NO3 | ωB97M-V/def2-TZVPD

```
! wB97M-V def2-TZVPD RIJCOSX def2/J DEFGRID3
* xyz 1 1
C -2.033 -0.823 0.601
C 0.387 1.518 -2.672
C 2.187 -0.848 0.997
N 1.158 0.190 0.742
O 0.439 2.195 -3.633
O 1.385 1.407 -1.757
O 2.429 -1.424 -0.119
H -3.082 -1.067 0.710
H -1.904 -0.331 -0.353
H -1.470 -1.748 0.644
H -0.456 0.884 -2.356
H 0.212 -0.241 0.862
H 1.210 0.582 -0.235
H 1.256 0.932 1.447
H -1.772 -0.160 1.420
H 2.147 1.956 -2.026
H 3.079 -2.149 -0.055
*
```

---

<2>
C3H10NO3 | ωB97M-V/def2-TZVPD

```
! wB97M-V def2-TZVPD RIJCOSX def2/J DEFGRID3
* xyz 1 1
C -1.633 -1.195 -0.524
C -1.226 -0.501 0.771
O 0.084 -0.106 1.046
C 0.849 0.754 0.356
N 1.413 -0.024 -1.007
O 0.229 1.898 -0.201
O 1.867 1.143 1.126
H -1.255 -2.146 -0.679
H -2.685 -1.300 -0.246
H -1.466 -0.613 -1.393
H -1.379 -1.186 1.705
H -1.847 0.443 0.714
H 0.760 -0.826 -1.112
H 1.278 0.542 -1.821
H 2.375 -0.171 -0.751
H 0.737 2.682 0.017
H 1.899 0.606 1.999
*
```

Properties
SMILES string   CCOC([NH3+])(O)O

---

It turns out <2> is the most stable, with the second structure 1.628 eV higher.

---

<1>
C2H5N3S3 | ωB97M-V/def2-TZVPD

```
! wB97M-V def2-TZVPD RIJCOSX def2/J DEFGRID3
* xyz 0 1
H 0.939 1.210 -1.057
N 0.270 0.522 -0.860
C 0.387 -0.174 0.177
S 1.980 -0.362 1.465
N 3.075 0.704 0.667
S -0.783 -1.304 0.787
C -2.372 -1.093 -0.079
N -2.497 0.109 -0.798
S -3.516 -1.997 0.444
H 3.224 1.638 1.180
H 4.054 0.357 0.637
H -3.177 -0.034 -1.527
H -1.583 0.422 -1.036
*
```

Properties
SMILES string   [H]/N=C(\SN)SC(N)=S

---

<2>
C2H5N3S3 | ωB97M-V/def2-TZVPD

```
! wB97M-V def2-TZVPD RIJCOSX def2/J DEFGRID3
* xyz 0 1
N 1.347 -1.020 1.101
C 1.542 -0.374 -0.068
S 2.889 0.515 -0.466
N 0.467 -0.445 -0.959
S -0.979 -1.183 -0.727
C -1.948 0.257 -0.119
N -1.107 1.361 0.081
S -3.639 0.070 -0.088
H 0.420 -1.309 1.305
H 2.122 -1.303 1.792
H 0.663 -0.170 -1.937
H -0.125 1.341 -0.072
H -1.652 2.261 0.157
*
```

Properties
SMILES string   NC(=S)NSC(N)=S

---

It turns out <2> is the most stable, with the second structure 1.305 eV higher.

---

<1>
C4H7NO2 | ωB97M-V/def2-TZVPD

```
! wB97M-V def2-TZVPD RIJCOSX def2/J DEFGRID3
* xyz 0 1
C -0.320 1.100 -1.156
N -1.535 0.612 -1.122
O -1.544 0.134 0.279
C -1.156 -1.292 0.297
O 0.148 -1.299 -0.243
C 0.973 -0.330 0.561
C 0.829 1.015 -0.144
H -0.238 1.499 -2.099
H -1.020 -1.441 1.426
H -1.742 -2.018 -0.192
H 2.016 -0.623 0.635
H 0.738 -0.536 1.772
H 1.823 1.253 -0.657
H 1.028 1.925 0.642
*
```

Properties
SMILES string   C1=NOCOCC1

---

<2>
C4H7NO2 | ωB97M-V/def2-TZVPD

```
! wB97M-V def2-TZVPD RIJCOSX def2/J DEFGRID3
* xyz 0 1
H -2.862 0.418 1.488
N -2.810 0.463 0.411
C -1.670 0.207 0.001
C -0.844 0.142 -1.293
C -0.224 -0.216 0.004
O 0.064 -1.518 0.225
O 0.701 0.685 0.529
C 2.124 0.387 0.258
H -1.114 -0.723 -1.832
H -0.824 1.149 -1.630
H 0.017 -1.787 1.202
H 2.158 -0.737 0.568
H 2.827 1.080 0.847
H 2.456 0.452 -0.778
*
```

Properties
SMILES string   [H]/N=C1/C[C@@]1(O)OC

---

<3>
C4H7NO2 | ωB97M-V/def2-TZVPD

```
! wB97M-V def2-TZVPD RIJCOSX def2/J DEFGRID3
* xyz 0 1
C 0.609 0.217 -0.316
C -0.578 -0.517 0.027
N -1.467 0.647 -0.311
C 1.874 -0.228 -0.768
C -0.767 -1.775 -0.432
O 0.935 0.715 0.946
O -0.354 1.721 1.948
H 0.306 2.413 2.108
H -2.351 0.547 -0.784
H -1.410 1.357 0.443
H 2.404 0.397 -1.472
H 2.465 -0.928 -0.192
H 0.052 -2.477 -0.356
H -1.719 -2.088 -0.840
*
```

---

<4>
C4H7NO2 | ωB97M-V/def2-TZVPD

```
! wB97M-V def2-TZVPD RIJCOSX def2/J DEFGRID3
* xyz 0 1
C 1.014 -0.331 1.641
C 0.885 0.015 0.223
O 1.879 0.015 -0.522
C -0.544 0.365 -0.313
C -0.612 1.861 -1.018
N -1.502 -0.314 -0.359
O -1.168 -1.664 0.114
H 0.905 0.541 2.536
H 1.856 -0.687 1.676
H 0.039 -0.849 1.688
H -0.378 2.388 -0.087
H -0.054 1.909 -1.675
H -1.621 2.042 -1.412
H -0.384 -1.417 -0.144
*
```

Properties
SMILES string   CC(=O)/C(C)=N\O

---

It turns out <2> is the most stable, with the second structure 0.975 eV higher.